Formula: C36H46BN5O3PTi
Source: the OMol25 dataset
Level of theory: ωB97M-V/def2-TZVPD

Structure (XYZ):
```
93
Properties=species:S:1:pos:R:3
Ti 11.544 -13.663 -2.045
N 11.529 -16.115 -0.908
C 10.521 -16.792 -1.752
C 9.365 -15.860 -2.053
N 9.625 -14.586 -2.824
C 8.497 -13.634 -2.460
C 8.790 -12.200 -2.814
N 10.018 -11.853 -2.149
C 9.642 -14.939 -4.302
C 10.368 -13.855 -5.188
N 11.381 -13.038 -4.504
H 12.286 -16.757 -0.732
H 11.053 -15.951 -0.047
H 10.195 -17.782 -1.324
H 11.061 -17.049 -2.662
H 8.974 -15.615 -1.096
H 8.527 -16.445 -2.592
H 8.392 -13.646 -1.357
H 7.606 -14.031 -2.989
H 7.900 -11.662 -2.504
H 8.935 -12.101 -3.923
H 9.901 -11.589 -1.198
H 10.498 -11.057 -2.560
H 8.672 -15.143 -4.670
H 10.171 -15.839 -4.439
H 9.669 -13.224 -5.724
H 10.863 -14.488 -5.915
H 11.242 -12.033 -4.561
H 12.285 -13.195 -4.913
C 13.226 -8.711 0.522
C 13.397 -9.441 -0.775
C 12.139 -9.262 -1.641
C 13.900 -10.919 -0.580
C 15.379 -11.034 -0.277
O 15.960 -11.279 -1.651
C 14.873 -11.778 -2.353
N 13.719 -11.658 -1.820
C 15.181 -12.372 -3.637
C 16.078 -11.657 -4.482
C 16.570 -12.321 -5.621
C 16.057 -13.540 -6.001
C 15.108 -14.211 -5.183
C 14.741 -13.650 -3.975
P 13.794 -14.536 -2.669
C 13.688 -16.241 -3.339
C 14.218 -17.324 -2.645
C 13.907 -18.626 -3.068
C 13.139 -18.846 -4.183
C 12.622 -17.804 -4.914
C 12.778 -16.524 -4.398
C 14.971 -14.745 -1.334
C 16.325 -15.042 -1.579
C 17.204 -15.282 -0.541
C 16.845 -15.082 0.803
C 15.588 -14.624 1.054
C 14.618 -14.527 0.024
H 13.061 -7.732 0.189
H 14.071 -8.803 1.162
H 12.261 -9.087 1.042
H 14.198 -8.953 -1.353
H 11.268 -9.652 -1.050
H 12.241 -9.920 -2.539
H 11.892 -8.260 -1.937
H 13.360 -11.354 0.266
H 15.753 -11.846 0.374
H 15.825 -10.083 0.101
H 16.372 -10.676 -4.180
H 17.348 -11.850 -6.205
H 16.430 -14.065 -6.902
H 14.922 -15.283 -5.459
H 14.862 -17.145 -1.823
H 14.273 -19.452 -2.454
H 12.922 -19.896 -4.441
H 12.007 -17.927 -5.840
H 12.305 -15.639 -4.812
H 16.620 -15.254 -2.585
H 18.238 -15.633 -0.780
H 17.581 -15.247 1.555
H 15.239 -14.425 2.062
H 13.556 -14.382 0.264
O 10.251 -12.265 0.742
B 11.164 -13.267 0.260
O 11.802 -13.738 1.480
C 11.325 -13.025 2.532
C 11.609 -13.161 3.862
C 10.989 -12.318 4.776
C 10.072 -11.389 4.314
C 9.699 -11.309 2.953
C 10.390 -12.150 2.091
H 12.337 -13.872 4.269
H 11.115 -12.344 5.844
H 9.534 -10.856 5.093
H 8.857 -10.635 2.664
```

Its spin multiplicity is 3. The expectation value of S² is 2.005. The orbital gap (alpha / beta) comes out at 0.2543 / 0.2987 Ha. Its total charge is +1. The total energy comes out at -3114.44672 Eh.

These are the Mulliken partial charges, in e, on atoms 1 to 6:
1 Ti 1.4620
2 N -0.5395
3 C -0.2178
4 C -1.2469
5 N 0.7984
6 C -0.9531